1.
The following is a DFT calculation (wB97M-V/def2-TZVPD) of an isolated ion of composition C2H3O3S and charge -1.

Geometry as ORCA input:
```
! RIJCOSX wB97M-V def2-TZVPD def2/J DEFGRID3
* xyz -1 1
C -2.50 0.09 0.38
C -0.10 -0.18 0.01
O 2.61 1.00 -0.51
O 2.29 -1.31 -0.12
O -1.32 0.55 0.23
S 2.08 0.01 0.47
H -3.07 1.06 0.47
H -0.24 -1.26 0.10
H 0.25 0.04 -1.04
*
```

## Properties
Maximum force   0.044 hartree/bohr
Total energy   -19097.1307 eV

=====

2.
The following is a DFT calculation (wB97M-V/def2-TZVPD) of a 12-piece molecular cluster, H24O12 overall.

Geometry as ORCA input:
```
! RIJCOSX wB97M-V def2-TZVPD def2/J DEFGRID3
* xyz 0 1
O 2.09 -0.97 1.94
H 1.69 -0.14 2.19
H 1.96 -1.01 0.99
O -0.35 -0.06 0.58
H -0.04 -0.70 -0.08
H -0.43 0.69 0.05
O 1.31 0.25 -3.11
H 1.48 -0.47 -2.47
H 2.12 0.72 -2.94
O 0.28 2.09 -1.55
H 0.98 2.35 -0.94
H 0.57 1.26 -2.00
O -2.52 -2.32 -0.73
H -3.10 -1.74 -0.26
H -2.11 -1.75 -1.39
O 1.07 1.40 2.48
H 0.25 1.70 2.07
H 1.55 2.19 2.50
O 0.46 -3.58 0.21
H 0.90 -4.18 0.81
H -0.40 -3.92 -0.03
O 1.74 -1.38 -0.98
H 1.32 -2.17 -0.64
H 2.67 -1.56 -0.95
O -1.26 -0.48 -2.34
H -0.70 -0.17 -3.02
H -1.91 0.19 -2.47
O -1.42 2.33 1.67
H -1.75 1.79 0.93
H -2.22 2.87 1.86
O 0.34 4.16 0.43
H -0.47 3.63 0.55
H 0.43 4.36 1.36
O -1.41 -1.95 2.11
H -2.25 -2.07 1.57
H -0.87 -1.32 1.60
*
```

## Properties
Maximum force   0.048 hartree/bohr
Total energy   -24959.7109 eV

=====

> The lowest maximum force belongs to which entry?

C2H3O3S

=====

> Which of these has the lowest maximum force?

C2H3O3S

=====

> Among the records above, which one has the highest maximum force?

H24O12

=====

Copy entry 1 word for word.
The following is a DFT calculation (wB97M-V/def2-TZVPD) of an isolated ion of composition C2H3O3S and charge -1.

Geometry as ORCA input:
```
! RIJCOSX wB97M-V def2-TZVPD def2/J DEFGRID3
* xyz -1 1
C -2.50 0.09 0.38
C -0.10 -0.18 0.01
O 2.61 1.00 -0.51
O 2.29 -1.31 -0.12
O -1.32 0.55 0.23
S 2.08 0.01 0.47
H -3.07 1.06 0.47
H -0.24 -1.26 0.10
H 0.25 0.04 -1.04
*
```

## Properties
Maximum force   0.044 hartree/bohr
Total energy   -19097.1307 eV